Below is a single C6H5B molecule, with properties calculated with ωB97M-V with the def2-TZVPD basis set.

Calculated values
HOMO-LUMO gap in eV: 9.019
Lowest unoccupied orbital energy in eV: -0.443
DFT total energy in hartree: -256.21618
Energy above the lowest of the compared OMol25 structures with the same formula, charge and spin in kcal per mole: 27.0
SMILES: C#CB/C=C\C#C

Last column: Mulliken charge in e.
CARTESIAN COORDINATES (ANGSTROEM)
1 C 0.103 3.358 0.380  -0.072
2 C 0.398 2.214 0.088  -0.512
3 B 0.836 0.668 -0.362  0.291
4 C 0.839 -0.995 -1.285  -0.349
5 C 0.073 -1.850 -0.664  -0.299
6 C -0.751 -1.440 0.436  -0.514
7 C -1.664 -1.303 1.240  0.056
8 H -0.139 4.185 0.975  0.378
9 H 1.219 0.386 0.703  -0.027
10 H 1.389 -1.345 -2.206  0.346
11 H 0.088 -2.842 -1.222  0.238
12 H -2.391 -1.036 1.917  0.465

Atomic forces in eV per Å
C 0.3250 -1.7985 0.1662
C 0.1573 -1.6284 -2.8126
B -0.4953 -0.3003 0.8126
C 1.2283 4.3463 -0.5597
C -0.2300 -1.5247 -0.7098
C -2.0888 -1.1398 0.9663
C 2.9217 -0.1503 -2.3475
H -0.1363 0.8911 0.1409
H 0.6625 -0.8095 0.4419
H -0.5038 0.9764 1.1327
H -0.7381 0.8201 1.6644
H -1.1024 0.3178 1.1046